Record 1
This record from OMol25 describes a 6-piece molecular cluster, C31H62N2O5S overall in a non-equilibrium geometry. The level of theory is ωB97M-V with the def2-TZVPD basis set.

Each line ends with the Mulliken charge.
Atoms and positions in Å:
S1 -9.73719 -0.12935 -3.88698  -0.228
C1 -8.44567 -1.26634 -4.71619  -0.415
C2 -7.06088 -0.41422 -4.94317  -0.673
C3 -5.75689 -1.32928 -5.36196  -0.778
C4 -5.57594 -2.48180 -4.20568  0.214
C5 -6.14862 -3.99323 -4.57704  -0.378
C6 -6.03901 -5.18391 -3.44619  -0.369
C7 -5.37160 -4.77761 -1.99868  -0.416
C8 -4.77561 -3.27005 -1.62910  0.349
N1 -4.17964 -3.06880 -0.26469  -0.521
C9 -3.67614 -1.66556 -0.07741  -0.146
C10 -3.81771 -0.50633 -1.20986  -0.168
N2 -4.43417 -0.66581 -2.57166  -0.382
C11 -4.88179 -2.08983 -2.74252  0.395
H1 -10.56827 -1.06828 -3.19488  0.133
H2 -8.34707 -2.19325 -4.00635  0.278
H3 -8.82085 -1.67803 -5.75629  0.254
H4 -7.27908 0.33521 -5.84407  0.338
H5 -6.77050 0.26002 -4.00732  0.350
H6 -4.81297 -0.60625 -5.29095  0.305
H7 -5.78300 -1.74181 -6.45740  0.374
H8 -6.62664 -4.21902 -5.63342  0.266
H9 -6.43789 -6.27507 -3.59758  0.303
H10 -5.32155 -5.61425 -1.17260  0.293
H11 -3.15600 -1.39540 0.94105  0.309
H12 -3.39007 0.57154 -0.93770  0.322
C12 0.13842 0.10140 -1.86972  -0.988
C13 -0.35858 1.25285 -1.01413  -0.179
O1 0.69072 1.99064 -0.38791  -0.424
C14 1.63289 2.61197 -1.25850  -0.139
C15 1.00989 3.62170 -2.20568  -1.308
H13 0.74738 -0.58572 -1.27234  0.258
H14 -0.70667 -0.45329 -2.29073  0.384
H15 0.75767 0.44770 -2.70004  0.268
H16 -0.98042 0.84991 -0.20738  0.131
H17 -1.00214 1.92678 -1.59025  0.369
H18 2.20043 1.85298 -1.80456  0.324
H19 2.35501 3.13197 -0.61669  0.309
H20 0.28759 3.15557 -2.88083  0.287
H21 1.78196 4.09765 -2.81884  0.417
H22 0.47844 4.39800 -1.64420  0.306
C16 -10.40558 1.78065 -0.17803  -0.878
C17 -10.34889 3.00066 -1.07982  -0.379
O2 -11.35290 3.00539 -2.09444  -0.416
C18 -12.70546 2.99256 -1.64492  -0.320
C19 -13.07016 4.18853 -0.78381  -1.014
H23 -10.31719 0.86237 -0.76860  0.156
H24 -9.59050 1.80840 0.55270  0.377
H25 -11.34671 1.72414 0.37325  0.266
H26 -9.38336 3.01229 -1.59703  0.334
H27 -10.39627 3.92747 -0.49752  0.331
H28 -12.92395 2.05202 -1.13111  0.298
H29 -13.33335 3.00344 -2.54460  0.325
H30 -12.48181 4.22251 0.13680  0.256
H31 -14.12776 4.14951 -0.50356  0.381
H32 -12.88393 5.12267 -1.32516  0.285
C20 5.04622 -0.88924 2.75735  -0.918
C21 5.10292 0.33077 1.85557  -0.085
O3 4.09890 0.33550 0.84095  -0.466
C22 2.74634 0.32267 1.29046  0.427
C23 2.38165 1.51864 2.15157  -1.110
H33 5.13462 -1.80752 2.16678  0.303
H34 5.86131 -0.86149 3.48808  0.207
H35 4.10509 -0.94575 3.30863  0.311
H36 6.06845 0.34240 1.33836  0.028
H37 5.05554 1.25758 2.43786  0.302
H38 2.52786 -0.61787 1.80428  0.342
H39 2.11845 0.33355 0.39079  -0.379
H40 2.96999 1.55262 3.07218  0.399
H41 1.32404 1.47962 2.43182  0.371
H42 2.56787 2.45277 1.61023  0.187
C24 7.93284 2.26820 0.24787  -1.104
C25 8.71530 2.08974 1.53658  -0.249
O4 9.93814 1.37362 1.36524  -0.416
C26 10.89223 1.95518 0.48028  -0.336
C27 11.35137 3.33804 0.90659  -1.002
H43 7.71359 1.29564 -0.20586  0.312
H44 6.98787 2.78554 0.44407  0.362
H45 8.48760 2.85365 -0.48855  0.379
H46 8.10932 1.50765 2.23932  0.240
H47 8.90687 3.05327 2.02155  0.302
H48 10.50334 1.96360 -0.54200  0.301
H49 11.76022 1.28413 0.47256  0.325
H50 10.52648 4.05510 0.92059  0.259
H51 12.11265 3.71745 0.21733  0.382
H52 11.77500 3.30772 1.91652  0.284
C28 8.57966 -2.92976 4.05874  -0.949
C29 8.11167 -2.72221 5.48800  -0.413
O5 6.93937 -3.46732 5.81672  -0.423
C30 7.04044 -4.88489 5.70745  -0.323
C31 8.10438 -5.48856 6.60658  -0.997
H53 7.78402 -2.66874 3.35260  0.198
H54 9.45429 -2.30502 3.84938  0.391
H55 8.85747 -3.96848 3.86715  0.302
H56 7.85802 -1.66557 5.62606  0.342
H57 8.91159 -2.94182 6.20366  0.353
H58 7.19249 -5.17347 4.66343  0.293
H59 6.06351 -5.29068 5.99851  0.321
H60 9.10470 -5.12797 6.35325  0.254
H61 8.10883 -6.57946 6.51437  0.381
H62 7.91746 -5.22479 7.65340  0.282

Computed properties:
Spin multiplicity: 1
Energy above the lowest of the compared OMol25 structures with the same formula, charge and spin in kcal/mol: 273.25
Kohn-Sham gap in Ha: 0.25589
HOMO level in eV: -8.318
Total energy in eV: -57191.292

***

Record 2
This record from OMol25 describes a 3-piece molecular cluster, C31H62N4O6S overall in a non-equilibrium geometry. The level of theory is ωB97M-V with the def2-TZVPD basis set.

Each line ends with the Mulliken charge.
Atoms and positions in Å:
C1 2.10429 4.90672 -0.76200  -0.745
C2 1.69484 3.75627 -0.25324  -0.323
C3 1.94388 2.41592 -0.89383  -0.558
C4 1.23927 2.21569 -2.25884  0.564
O1 0.16377 3.06672 -2.49702  -0.371
C5 -1.05768 2.57932 -1.97182  -0.611
C6 -2.22159 3.26374 -2.68390  -0.237
C7 -3.57998 2.72790 -2.18911  -0.949
S1 -3.62294 2.26958 -0.43405  -0.223
C8 -4.98786 1.07563 -0.32451  -0.148
C9 -5.22582 0.20177 -1.54482  -1.215
O2 -2.08501 4.66781 -2.82951  -0.514
C10 -2.41505 5.56798 -1.79942  0.136
C11 -1.82050 5.27458 -0.42657  -0.773
N1 -3.86397 5.73542 -1.73290  -0.149
C12 -4.30492 6.93274 -1.02367  -0.546
C13 -4.70204 6.66305 0.43049  -1.040
O3 2.19124 2.44259 -3.28992  -0.214
N2 2.26656 1.26739 -4.14901  0.151
O4 3.32154 0.79407 -4.09656  -0.273
H1 2.80158 4.94219 -1.59106  0.256
H2 1.74514 5.84472 -0.35845  0.283
H3 1.16118 3.76017 0.69236  0.400
H4 1.61288 1.62171 -0.22298  0.224
H5 3.01108 2.27791 -1.07142  0.478
H6 0.89834 1.17149 -2.31970  -0.025
H7 -1.08840 2.71600 -0.88743  0.329
H8 -1.15562 1.50197 -2.16399  0.350
H9 -2.14611 2.91393 -3.71577  0.302
H10 -3.76616 1.82007 -2.76027  0.666
H11 -4.37360 3.43209 -2.42416  0.534
H12 -5.91099 1.56149 -0.00526  0.413
H13 -4.67304 0.43125 0.49824  0.163
H14 -5.95336 -0.57445 -1.30343  0.391
H15 -5.59027 0.75943 -2.40614  0.421
H16 -4.29511 -0.29911 -1.82220  0.195
H17 -1.97290 6.52142 -2.12859  0.433
H18 -1.66106 6.22336 0.09050  0.461
H19 -0.83941 4.81662 -0.53206  -0.451
H20 -2.48330 4.67043 0.19234  0.413
H21 -4.20345 5.74265 -2.68675  0.269
H22 -5.17795 7.32025 -1.55132  0.445
H23 -3.54729 7.73022 -1.06395  0.289
H24 -5.45869 7.37110 0.76983  0.384
H25 -5.05141 5.63634 0.53320  0.209
H26 -3.84819 6.77345 1.10174  0.245
C14 -1.95297 -4.19381 1.64059  -1.529
C15 -2.62141 -3.73872 0.32117  1.986
C16 -3.12671 -4.93125 -0.50940  -1.507
C17 -2.04802 -5.69017 -1.27753  -0.404
C18 -1.19757 -4.72896 -2.10178  -1.545
C19 -0.57905 -3.62066 -1.24813  2.360
N3 -1.67642 -2.91392 -0.50185  0.486
O5 -2.27652 -2.05438 -1.23846  -0.548
C20 0.48459 -4.20304 -0.31385  -2.419
C21 0.13432 -2.60082 -2.13071  -2.065
C22 -3.82074 -2.87371 0.70034  -2.097
H27 -0.89424 -3.96354 1.67943  0.190
H28 -2.40309 -3.67478 2.48651  0.478
H29 -2.07137 -5.26570 1.80471  0.301
H30 -3.86277 -4.55937 -1.22900  0.339
H31 -3.66106 -5.60520 0.16402  0.416
H32 -1.42378 -6.27448 -0.59607  0.274
H33 -2.52792 -6.41050 -1.94292  0.417
H34 -0.39194 -5.26246 -2.61225  0.424
H35 -1.82081 -4.27458 -2.87842  0.358
H36 0.87791 -3.42702 0.34335  0.583
H37 1.31064 -4.58228 -0.91733  0.525
H38 0.13885 -5.03036 0.30008  0.358
H39 -0.52024 -2.20110 -2.90104  0.366
H40 0.98223 -3.08905 -2.61349  0.467
H41 0.50958 -1.76944 -1.53123  0.429
H42 -3.49495 -1.95674 1.19296  0.529
H43 -4.44130 -3.44180 1.39598  0.448
H44 -4.42349 -2.60535 -0.16410  0.344
C23 6.07968 -2.55696 1.25466  -1.846
C24 4.60261 -2.11258 1.37970  2.453
C25 4.45038 -0.58683 1.24875  -1.445
C26 4.82766 0.21070 2.49377  -0.590
C27 4.11375 -0.34216 3.72382  -1.299
C28 4.37995 -1.83431 3.93508  1.724
N4 4.00688 -2.57257 2.67911  0.399
O6 2.74268 -2.77577 2.59773  -0.569
C29 5.84613 -2.04654 4.32992  -1.915
C30 3.53134 -2.37494 5.08000  -1.896
C31 3.83454 -2.76931 0.23985  -2.075
H45 6.46775 -2.99106 2.16900  0.326
H46 6.17484 -3.32908 0.49157  0.496
H47 6.72923 -1.72733 0.97293  0.346
H48 3.40549 -0.36765 1.00618  0.290
H49 5.04433 -0.26227 0.39136  0.475
H50 5.91110 0.21280 2.64073  0.285
H51 4.53996 1.25355 2.34694  0.430
H52 4.42164 0.19499 4.62430  0.420
H53 3.03605 -0.18672 3.61351  0.373
H54 6.07450 -3.10984 4.41746  0.385
H55 6.00691 -1.58609 5.30535  0.424
H56 6.55655 -1.59589 3.64259  0.418
H57 2.47450 -2.17067 4.93145  0.380
H58 3.85101 -1.89728 6.00724  0.426
H59 3.66165 -3.45277 5.18295  0.448
H60 3.81177 -3.85353 0.35463  0.575
H61 4.33171 -2.52983 -0.70249  0.485
H62 2.81168 -2.40854 0.18732  0.073

Computed properties:
Spin multiplicity: 3
Kohn-Sham gap (spin up / spin down) in Ha: 0.29910 / 0.30021
HOMO level (spin up / spin down) in eV: -8.155 / -8.186
Total energy in eV: -62225.354
⟨S²⟩: 2.01

***

Record 3
This record from OMol25 describes a 9-piece molecular cluster, C31H62O23S4 overall in a non-equilibrium geometry. The level of theory is ωB97M-V with the def2-TZVPD basis set.

Each line ends with the Mulliken charge.
Atoms and positions in Å:
C1 1.16371 5.16043 -3.85351  -0.616
O1 1.42008 5.18282 -2.46039  -0.366
C2 1.99896 4.01306 -2.00746  0.798
O2 2.34505 3.15286 -2.75330  -0.546
O3 1.89352 3.88885 -0.68456  -0.282
C3 2.50391 2.66643 -0.08741  0.015
H1 0.53964 4.31158 -3.97493  0.277
H2 2.03998 5.07275 -4.49093  0.258
H3 0.71825 6.11046 -4.07737  0.238
H4 2.38003 2.86617 0.99327  0.190
H5 3.56200 2.63428 -0.30880  0.417
H6 1.95333 1.78971 -0.37173  -0.315
C4 -2.44585 -6.73144 -0.97611  -0.465
O4 -3.43259 -5.82566 -1.54561  -0.357
C5 -3.01991 -4.78005 -2.28749  0.804
O5 -3.69038 -4.11414 -3.00984  -0.598
O6 -1.70661 -4.62399 -2.25462  -0.216
C6 -1.12185 -3.53696 -3.07879  -0.524
H7 -2.95037 -7.55938 -0.40810  0.261
H8 -1.76828 -6.24395 -0.33022  0.162
H9 -1.87959 -7.14711 -1.78034  0.277
H10 -0.90848 -2.65329 -2.44508  0.050
H11 -1.74393 -3.25629 -3.93157  0.436
H12 -0.13677 -3.86144 -3.30930  0.213
C7 2.48167 -5.83219 -1.69172  -0.647
O7 1.64528 -5.73026 -0.48220  -0.253
C8 2.33395 -5.33679 0.59872  1.036
O8 3.49426 -4.98886 0.60925  -0.600
O9 1.54096 -5.44939 1.67269  -0.376
C9 2.00848 -5.01805 2.94174  -0.368
H13 3.51806 -6.06305 -1.50244  0.341
H14 2.45697 -4.86770 -2.19747  -0.003
H15 2.01111 -6.55215 -2.32470  0.365
H16 3.06951 -5.36843 3.04706  0.304
H17 1.34024 -5.40449 3.68482  0.254
H18 2.07190 -3.90506 2.90701  0.014
C10 6.13587 -2.32764 3.56118  -0.587
O10 5.99420 -1.25887 2.68675  -0.347
C11 4.77786 -0.84121 2.33382  0.748
O11 4.56514 0.16368 1.65805  -0.580
O12 3.85383 -1.67103 2.74802  -0.276
C12 2.46680 -1.31823 2.20323  -0.480
H19 6.11396 -3.31709 3.00783  0.216
H20 5.39915 -2.34959 4.45167  0.252
H21 7.11712 -2.13694 4.04909  0.279
H22 2.34238 -0.28035 2.44938  0.492
H23 1.67031 -1.88143 2.66994  0.055
H24 2.50824 -1.49921 1.09974  0.002
C13 -0.50969 -2.35660 0.51674  -0.822
O13 0.18948 -1.23165 0.01577  1.341
C14 -0.50792 -0.51636 -0.84242  -0.657
O14 -1.64648 -0.72672 -1.14496  -0.472
O15 0.22869 0.39649 -1.37037  0.321
C15 -0.20176 1.28906 -2.39982  -0.669
H25 -0.21690 -3.24147 -0.01628  0.123
H26 -1.57851 -2.30313 0.60149  0.349
H27 -0.01906 -2.50594 1.47000  0.056
H28 0.60835 1.19349 -3.08475  0.385
H29 -0.50127 2.25398 -1.94839  0.005
H30 -1.18629 0.94225 -2.79026  0.234
C16 4.85734 -0.28710 -3.13392  -0.803
C17 5.57831 -1.68003 -3.09318  -0.712
C18 4.44434 -2.73215 -2.96686  -0.939
S1 3.11808 -1.99561 -2.05756  1.357
O16 3.03750 -2.76123 -0.77709  -0.391
O17 1.92105 -1.92854 -2.86806  -0.777
C19 3.86738 -0.36217 -1.93716  0.252
H31 4.26166 0.00511 -4.05118  0.289
H32 5.51449 0.47698 -2.85509  0.460
H33 6.15869 -1.57354 -2.20582  0.356
H34 6.11449 -1.86569 -4.04520  0.363
H35 4.76698 -3.53599 -2.34828  0.272
H36 4.17608 -3.14419 -3.88604  0.533
H37 4.30219 -0.37352 -0.95081  0.140
H38 3.00029 0.38794 -2.00974  -0.449
C20 -3.89135 1.20601 3.20889  -0.521
C21 -3.44364 0.71845 4.59085  -0.964
C22 -1.95099 0.89735 4.75642  -0.562
S2 -1.22461 0.60847 3.13364  0.954
O18 -0.94260 -0.79394 2.94860  -0.637
O19 -0.11037 1.55893 2.91128  -0.688
C23 -2.76158 1.14142 2.20050  -0.536
H39 -4.19095 2.25101 3.32668  0.184
H40 -4.73078 0.60562 2.71352  0.436
H41 -3.61389 -0.29519 4.76029  0.480
H42 -3.88988 1.36477 5.34875  0.298
H43 -1.58055 0.18774 5.51805  0.510
H44 -1.65778 1.95928 4.95426  0.194
H45 -2.92160 0.41558 1.42054  0.645
H46 -2.48750 2.12443 1.92638  0.118
C24 -5.56005 0.83826 -2.98198  -0.829
C25 -6.44769 2.05685 -2.85644  -0.525
C26 -5.54945 3.17128 -2.43382  -0.841
S3 -4.33981 2.41475 -1.33127  1.191
O20 -4.97696 2.54066 0.00415  -0.719
O21 -3.04442 2.94790 -1.56140  -0.567
C27 -4.55743 0.73937 -1.82848  -0.103
H47 -4.97055 1.06101 -3.85740  0.312
H48 -6.11212 -0.05282 -3.16083  0.464
H49 -7.25529 1.96559 -2.13648  0.291
H50 -6.80106 2.24108 -3.85819  0.337
H51 -5.99479 3.97016 -1.86822  0.411
H52 -5.00545 3.60534 -3.28852  0.328
H53 -5.01073 0.26552 -0.93554  0.300
H54 -3.60942 0.16896 -2.03877  -0.024
C28 -0.34869 5.32814 1.75676  -0.200
C29 -1.33282 6.45929 1.77978  -0.861
C30 -2.60128 6.13155 2.54798  -0.533
S4 -1.92987 5.02074 3.87033  0.921
O22 -2.69112 3.75419 3.78349  -0.569
O23 -1.81231 5.65353 5.17210  -0.739
C31 -0.30930 4.77160 3.20547  -0.309
H55 0.69964 5.54340 1.50492  0.313
H56 -0.69325 4.63885 1.05606  0.126
H57 -1.70489 6.76714 0.79428  0.358
H58 -0.80353 7.24809 2.19536  0.386
H59 -3.35116 5.50116 2.00338  0.282
H60 -3.18399 7.01178 2.98391  0.356
H61 0.02492 3.69365 3.35988  0.012
H62 0.26229 5.48794 3.83277  0.429

Computed properties:
Spin multiplicity: 1
Energy above the lowest of the compared OMol25 structures with the same formula, charge and spin in kcal/mol: 13.14
Kohn-Sham gap in Ha: 0.37653
HOMO level in eV: -9.877
Total energy in eV: -123582.114